# 1
{
  "formula": "C5H8S",
  "method": "ωB97M-V with the def2-TZVPD basis set",
  "homo_energy_ev": -8.5,
  "e_above_lowest_ev": 3.4712,
  "charge": 0,
  "gap_ev": 9.315,
  "smiles": "C=C(C)S.C#C",
  "e_lumo_ha": 0.03038,
  "elements": ["H", "H", "H", "H", "H", "C", "C", "C", "C", "C", "H", "S", "H", "H"],
  "xyz": [[-1.6753, -0.8816, 0.7593], [1.8220, -1.2051, 0.4722], [2.8236, -1.5847, -2.5634], [-0.9547, 0.5447, 2.1189], [-2.4201, 0.1995, -0.4550], [-0.4162, 1.0850, 1.4244], [2.5178, -1.4960, -1.6361], [-1.4881, -0.2934, -0.1420], [1.9678, -1.2647, -0.5932], [-0.4476, 0.6046, 0.1846], [0.1957, 1.8909, 1.8114], [0.3630, 1.3983, -1.2101], [1.4157, 2.0300, -0.5401], [-1.2458, -1.0544, -0.8981]]
}

# 2
{
  "formula": "C21H30Cl2N2O5",
  "method": "ωB97M-V with the def2-TZVPD basis set",
  "homo_energy_ev": -9.3,
  "e_above_lowest_ev": 0.0356,
  "charge": 0,
  "gap_ev": 9.891,
  "smiles": "CCCCCN(CCCOC)C(=O)[C@@H](CCC(=O)O)NC(=O)c1ccc(Cl)c(Cl)c1",
  "e_lumo_ha": 0.02227,
  "elements": ["C", "H", "C", "O", "O", "H", "C", "H", "C", "H", "H", "N", "H", "H", "C", "C", "H", "O", "C", "O", "C", "H", "H", "H", "C", "C", "C", "H", "H", "C", "H", "H", "H", "C", "C", "H", "H", "H", "H", "C", "H", "H", "H", "H", "C", "C", "Cl", "C", "H", "H", "H", "O", "H", "Cl", "C", "C", "H", "N", "H", "C"],
  "xyz": [[0.3544, 0.1313, 0.7422], [-5.8070, -0.2614, 1.7181], [3.6719, 5.5677, -0.0813], [-3.8740, 0.2601, 1.1761], [-1.8664, -0.9775, 2.6370], [-4.8302, 0.6507, 2.9063], [0.3521, -0.3826, 3.2154], [3.2186, 2.2925, -0.7569], [0.7375, -0.8845, 1.8229], [1.8131, -1.0661, 1.7767], [0.4974, -3.4403, -0.6319], [-0.5496, -1.0776, -1.2172], [2.8769, -5.3946, -1.3300], [-4.5876, -0.6979, -0.5069], [0.5204, -0.4852, -0.6568], [-5.0755, 0.5456, 1.8508], [-4.5886, 1.0827, -0.5698], [1.6096, -0.4171, -1.2055], [1.7881, 3.5526, 0.2418], [-0.4453, 2.7257, 0.2219], [3.0566, -4.3231, -1.2618], [-0.6593, 0.4984, 0.8981], [-2.7804, -0.6542, 2.5141], [0.8898, 0.5323, 3.4651], [2.4454, 5.8492, 0.5176], [3.0075, 3.2788, -0.3704], [-0.4094, -1.6421, -2.5484], [0.5946, -1.1403, 3.9635], [0.4467, -4.8913, -1.6315], [0.6210, -3.8122, -1.6517], [2.1992, 1.1200, 0.7464], [4.8868, 4.0832, -1.0133], [2.2729, -2.4857, -2.0353], [-1.1311, -0.0855, 3.3080], [-1.8784, -1.0913, -0.6378], [0.5470, 5.0555, 1.1159], [0.2268, -1.8273, 1.6237], [2.9764, -4.0287, -0.2175], [2.1587, -3.8485, -3.1563], [-2.6510, 0.2093, -0.9032], [-2.0889, 1.0723, -0.5422], [-1.8221, -1.2765, 0.4340], [-5.5151, 1.4822, 1.4918], [-0.2846, -3.5058, -3.5823], [3.9421, 4.2843, -0.5333], [-0.4357, -3.1743, -2.5532], [2.0939, 7.4420, 1.0681], [1.5050, 4.8445, 0.6672], [0.5415, -1.2868, -2.9469], [4.0718, -4.1236, -1.5957], [-2.7984, 0.3335, -1.9774], [-1.6094, 0.8359, 3.9093], [-1.2177, -1.2611, -3.1801], [4.8494, 6.8075, -0.2757], [0.7364, 2.5011, 0.3997], [2.0538, -3.5506, -2.1103], [-1.4221, -3.5237, -2.2375], [1.2077, 1.2980, 0.8042], [-2.4228, -1.9251, -1.0872], [-4.0202, 0.2057, -0.2303]]
}